1.
{
  "formula": "C40H54BClIN9OSTi",
  "method": "ωB97M-V/def2-TZVPD",
  "species": ["Ti", "C", "C", "C", "C", "C", "C", "C", "C", "C", "N", "N", "B", "N", "N", "C", "C", "C", "C", "C", "C", "C", "C", "C", "N", "N", "C", "C", "C", "C", "C", "C", "C", "C", "C", "H", "H", "H", "H", "H", "H", "H", "H", "H", "H", "H", "H", "H", "H", "H", "H", "H", "H", "H", "H", "H", "H", "H", "H", "H", "H", "H", "H", "H", "H", "H", "H", "H", "H", "H", "H", "H", "H", "H", "H", "H", "H", "H", "H", "H", "H", "Cl", "C", "C", "C", "I", "C", "O", "C", "N", "C", "C", "C", "C", "H", "H", "H", "H", "S", "C", "N", "C", "C", "C", "N", "H", "H", "H", "H"],
  "xyz": [[-0.19653, -1.01592, 0.60165], [-5.05658, -2.22550, -0.29954], [-3.65474, -1.87996, 0.18324], [-3.61018, -1.74080, 1.70913], [-3.14414, -0.62292, -0.43750], [-3.84820, 0.41299, -1.03283], [-2.92442, 1.40171, -1.33146], [-3.21873, 2.72999, -1.96445], [-3.12259, 3.87294, -0.95391], [-2.40546, 2.95618, -3.24104], [-1.70639, 0.96067, -0.94973], [-1.84139, -0.29382, -0.41033], [-0.34641, 1.67417, -0.77469], [-0.10097, 1.79416, 0.76830], [-0.69492, 0.87910, 1.61222], [-0.74435, 1.42216, 2.83160], [-0.10326, 2.66330, 2.79936], [0.27505, 2.88193, 1.48676], [0.99106, 4.11707, 0.98877], [2.23077, 3.80154, 0.15552], [0.10907, 5.14456, 0.27637], [-1.54193, 0.82807, 3.95338], [-0.83217, 0.97531, 5.29443], [-2.92016, 1.49916, 3.97185], [0.73321, 0.77811, -1.46320], [0.70380, -0.56941, -1.16643], [1.25024, -1.23528, -2.20535], [1.71038, -0.30739, -3.12800], [1.35099, 0.94520, -2.64926], [1.60476, 2.27073, -3.30423], [3.11321, 2.53751, -3.35639], [1.00324, 2.29942, -4.71131], [1.16140, -2.71959, -2.38257], [-0.06246, -3.02670, -3.25481], [2.44329, -3.30115, -2.97319], [-5.37230, -3.17667, 0.12956], [-5.09652, -2.31272, -1.38539], [-5.78334, -1.47370, 0.01434], [-2.97649, -2.68055, -0.11141], [-4.19618, -0.88180, 2.04080], [-2.58418, -1.60378, 2.06879], [-4.00743, -2.63373, 2.19037], [-4.90487, 0.44621, -1.23387], [-4.26801, 2.66390, -2.26042], [-2.12544, 3.95007, -0.53011], [-3.82718, 3.72145, -0.13500], [-3.36185, 4.82219, -1.43384], [-1.36317, 3.19364, -3.02904], [-2.82625, 3.78855, -3.80515], [-2.43607, 2.07173, -3.87961], [-0.34138, 2.75340, -1.25338], [0.01008, 3.36220, 3.61149], [1.33277, 4.59409, 1.91086], [1.98047, 3.21926, -0.73116], [2.97203, 3.25556, 0.73972], [2.69843, 4.72728, -0.18013], [-0.15816, 4.83116, -0.73176], [0.66156, 6.08014, 0.18847], [-0.80520, 5.34650, 0.83415], [-1.68557, -0.23181, 3.74348], [-0.68723, 2.02555, 5.55302], [0.14670, 0.49064, 5.28260], [-1.42237, 0.52083, 6.08940], [-2.83259, 2.56261, 4.20050], [-3.54982, 1.04078, 4.73467], [-3.41764, 1.39948, 3.00597], [2.20584, -0.51979, -4.05995], [1.12777, 3.04694, -2.70477], [3.61496, 1.78130, -3.96203], [3.56669, 2.53039, -2.36363], [3.30491, 3.50995, -3.80944], [1.49316, 1.57142, -5.35969], [1.14495, 3.28501, -5.15441], [-0.06372, 2.08201, -4.69563], [0.99398, -3.17105, -1.41014], [0.05209, -2.60389, -4.25406], [-0.97232, -2.61596, -2.81213], [-0.18686, -4.10516, -3.35543], [2.63723, -2.91399, -3.97458], [2.35896, -4.38484, -3.05562], [3.30750, -3.07301, -2.34711], [2.14280, -7.83699, 1.55678], [1.32082, -6.35367, 1.25704], [-0.03929, -6.33189, 1.22649], [-0.76839, -5.13842, 0.98179], [-2.82109, -5.34134, 0.91746], [-0.07761, -3.97313, 0.78937], [-0.59982, -2.75508, 0.50532], [1.35030, -3.97991, 0.82240], [1.95311, -2.78757, 0.61003], [3.26350, -2.75715, 0.57061], [4.07594, -3.88755, 0.76409], [3.47869, -5.09302, 1.00836], [2.06980, -5.16733, 1.03863], [-0.58376, -7.25200, 1.38571], [3.72623, -1.79375, 0.37227], [5.15123, -3.79187, 0.71283], [4.06549, -5.98641, 1.17097], [0.39778, -1.74596, 3.16968], [1.68807, -0.78554, 2.76696], [2.73551, -0.49166, 3.58596], [3.77719, 0.27192, 3.18703], [3.79638, 0.78106, 1.92452], [2.70110, 0.47810, 1.09854], [1.70916, -0.27771, 1.51125], [2.71678, -0.87375, 4.52453], [4.55709, 0.43593, 3.91771], [4.61647, 1.39115, 1.58108], [2.63403, 0.84424, 0.08091]],
  "mulliken_charge": [-1.639, -2.041, 1.583, -0.529, -1.133, -1.016, 0.010, 0.110, -1.490, -1.387, 0.807, 0.870, 1.694, 1.129, 0.116, -0.192, -0.616, -0.043, -0.205, -1.261, -1.544, 0.886, -1.584, -1.568, 0.641, 1.124, -0.713, -0.964, -0.058, 0.989, -1.676, -1.541, 2.686, -1.568, -1.778, 0.441, 0.435, 0.366, -0.398, 0.246, -0.132, 0.406, 0.627, 0.582, 0.138, 0.373, 0.452, 0.023, 0.499, 0.387, -0.993, 0.615, 0.691, 0.226, 0.089, 0.565, 0.200, 0.570, 0.343, -0.115, 0.360, 0.228, 0.445, 0.378, 0.449, 0.291, 0.645, -0.348, 0.393, 0.291, 0.455, 0.393, 0.445, 0.282, -1.073, 0.391, 0.253, 0.433, 0.389, 0.411, 0.370, -0.219, 0.292, -0.473, 0.003, 0.185, -0.257, 0.430, -0.229, 0.825, -0.438, -1.365, -1.135, 0.410, 0.487, 0.565, 0.511, 0.501, -0.362, -0.058, 0.218, -0.771, -0.873, -0.467, 1.332, 0.354, 0.521, 0.606, 0.792],
  "lumo_ha": -0.2383,
  "relative_energy_ev": 0.980,
  "homo_energy_ev": -13.271,
  "total_charge": 2,
  "gap_ev": 6.79,
  "multiplicity": 1
}

=====

2.
{
  "formula": "C40H54BrF4N9SSiSr",
  "method": "ωB97M-V/def2-TZVPD",
  "species": ["Sr", "C", "N", "C", "C", "C", "N", "C", "C", "F", "C", "F", "C", "C", "F", "C", "F", "H", "H", "H", "H", "H", "H", "H", "H", "H", "H", "H", "C", "C", "C", "C", "N", "C", "C", "C", "C", "C", "C", "N", "H", "H", "H", "H", "H", "H", "H", "H", "N", "C", "C", "C", "N", "C", "N", "S", "C", "N", "C", "C", "C", "N", "H", "H", "H", "H", "H", "H", "H", "H", "C", "C", "C", "C", "Si", "Br", "C", "C", "C", "C", "C", "C", "C", "C", "H", "H", "H", "H", "H", "H", "H", "H", "H", "H", "H", "H", "H", "H", "H", "H", "H", "H", "H", "H", "H", "H", "H", "H", "H", "H", "H"],
  "xyz": [[0.68031, -1.39032, 0.01474], [3.56988, -2.92702, 1.47615], [2.32349, -2.46105, 0.86639], [1.16547, -2.75699, 1.82221], [1.91489, -3.39150, -0.30224], [0.35701, -3.85894, -0.45021], [-0.78752, -2.88524, -0.61249], [-1.98899, -3.42971, -0.93831], [-3.08202, -2.54202, -1.03606], [-2.86813, -1.25186, -0.71701], [-4.34239, -2.92612, -1.41949], [-5.30302, -1.98971, -1.50024], [-4.63955, -4.24425, -1.72168], [-3.60915, -5.14501, -1.58178], [-3.83357, -6.44738, -1.82185], [-2.33073, -4.77103, -1.19626], [-1.44427, -5.78288, -1.01582], [3.69123, -2.46339, 2.45231], [4.41389, -2.72269, 0.82004], [3.52706, -4.00959, 1.65126], [0.14589, -2.72964, 1.32316], [1.19109, -2.09590, 2.69294], [1.26624, -3.78687, 2.15716], [2.34057, -4.37995, -0.13419], [2.32622, -3.03909, -1.26973], [0.18515, -4.56673, 0.35994], [0.44010, -4.49519, -1.33485], [-5.62410, -4.55271, -2.03787], [-1.16702, 1.68775, 4.58645], [-1.39088, 0.88881, 5.68663], [-1.32218, -0.48032, 5.53283], [-1.04314, -1.01592, 4.27779], [-0.78549, -0.23999, 3.19795], [-0.85577, 1.07998, 3.38305], [-1.15828, -2.50038, 4.14137], [-0.54746, -3.36504, 5.04317], [-0.67878, -4.72748, 4.84515], [-1.49665, -5.17323, 3.81893], [-2.09846, -4.22827, 2.99969], [-1.89785, -2.91146, 3.10844], [-1.24014, 2.76515, 4.65195], [-1.64033, 1.32049, 6.64713], [-1.51283, -1.14542, 6.36426], [-0.67062, 1.67127, 2.49291], [0.10542, -2.96838, 5.81019], [-0.11449, -5.42735, 5.44836], [-1.59437, -6.22494, 3.58456], [-2.72680, -4.53387, 2.17384], [2.28724, -0.12832, -1.41533], [3.36888, -0.36945, -1.76792], [4.67429, -0.59470, -2.19226], [5.10847, -0.06436, -3.43113], [5.45798, 0.37069, -4.44066], [5.52426, -1.36981, -1.37385], [6.18733, -1.99927, -0.66700], [2.68231, -0.80935, 4.28854], [3.05428, 0.40471, 3.15684], [2.30221, 1.51124, 3.08634], [2.50258, 2.62169, 2.15931], [3.28459, 2.13079, 0.95177], [4.50893, 1.36278, 1.41664], [4.08078, 0.28732, 2.30280], [1.51477, 1.52967, 3.71258], [3.03872, 3.42966, 2.66511], [1.52164, 2.97630, 1.84072], [3.58614, 2.98198, 0.34257], [2.64168, 1.47085, 0.36820], [5.20475, 2.02547, 1.94102], [5.03042, 0.92207, 0.56737], [4.66233, -0.52561, 2.40808], [0.23580, 4.66866, -0.72484], [0.31998, 3.92817, -2.07446], [0.24672, 4.96102, -3.21113], [1.69788, 3.23637, -2.10665], [-1.10132, 2.66572, -2.23767], [-0.45667, 1.23343, -0.04076], [-0.97752, 1.33169, -3.61675], [-1.51445, -0.03928, -3.16043], [0.47831, 1.07751, -4.03006], [-1.76273, 1.80399, -4.85084], [-2.86033, 3.12982, -1.65818], [-3.53110, 4.07971, -2.66378], [-3.71106, 1.85674, -1.51155], [-2.84436, 3.80659, -0.27211], [1.13054, 5.28923, -0.62091], [0.18884, 3.96992, 0.10952], [-0.62330, 5.33377, -0.67949], [1.05120, 5.68992, -3.08228], [-0.70274, 5.50269, -3.21308], [0.36622, 4.49349, -4.19182], [2.43276, 3.94016, -1.70311], [2.01500, 2.99763, -3.11759], [1.72267, 2.33292, -1.50326], [-0.86195, -0.45615, -2.40006], [-1.51907, -0.70787, -4.02707], [-2.52608, 0.00408, -2.77834], [1.06707, 0.73153, -3.18913], [0.93937, 1.95469, -4.48340], [0.47741, 0.28686, -4.78752], [-2.83135, 1.89750, -4.64729], [-1.62971, 1.07544, -5.65438], [-1.40691, 2.77277, -5.21535], [-3.68080, 3.60998, -3.63679], [-2.94995, 4.99305, -2.81504], [-4.51233, 4.36688, -2.27563], [-3.91877, 1.39140, -2.47473], [-4.67624, 2.14093, -1.08098], [-3.24491, 1.13285, -0.84695], [-2.46685, 4.82492, -0.31992], [-2.25666, 3.23845, 0.44599], [-3.87608, 3.85976, 0.08727]],
  "mulliken_charge": [1.473, -1.206, -0.425, -0.328, -1.231, -0.431, -0.208, -0.475, 0.089, -0.099, 0.051, -0.321, -0.650, 0.119, -0.339, 0.497, -0.377, 0.349, 0.078, 0.476, 0.699, -0.875, 0.507, 0.605, 0.090, 0.347, 0.865, 0.520, -0.905, -0.729, -0.759, 0.462, 0.707, -0.947, 0.471, -0.586, -0.565, -0.534, -0.267, -0.354, 0.511, 0.413, 0.501, 0.674, 0.418, 0.403, 0.405, 0.488, 0.695, 0.365, -0.055, -0.145, -0.570, 0.064, -0.718, -0.405, 0.113, -0.065, -0.594, 0.980, -1.142, 0.031, 0.132, 0.329, 0.203, 0.531, -1.019, 0.366, 0.447, 0.364, -1.821, 2.837, -1.629, -1.830, -1.747, 0.250, 3.433, -1.833, -2.109, -1.817, 2.744, -1.565, -2.146, -1.701, 0.673, 0.153, 0.303, 0.444, 0.321, 0.369, 0.741, 0.299, -0.093, -0.070, 0.656, 0.008, 0.057, 0.323, 0.675, 0.361, 0.498, 0.324, 0.274, 0.313, 0.462, 0.282, 0.668, 0.252, 0.352, 0.138, 0.637],
  "lumo_ha": 0.0052,
  "relative_energy_ev": 6.146,
  "homo_energy_ev": -7.526,
  "total_charge": 0,
  "gap_ev": 7.67,
  "multiplicity": 1
}

=====

3.
{
  "formula": "C40H54BrN4O2Si4TeTi",
  "method": "ωB97M-V/def2-TZVPD",
  "species": ["Ti", "Br", "C", "C", "C", "C", "C", "C", "C", "C", "C", "C", "H", "H", "H", "H", "H", "H", "O", "C", "C", "C", "C", "N", "C", "C", "C", "C", "C", "C", "O", "C", "C", "N", "H", "H", "H", "H", "H", "H", "H", "H", "H", "H", "H", "H", "N", "C", "C", "C", "C", "C", "C", "C", "C", "N", "C", "H", "H", "H", "H", "H", "H", "H", "H", "C", "Si", "C", "C", "Si", "Te", "Si", "C", "C", "C", "Si", "C", "C", "C", "H", "H", "H", "H", "H", "H", "H", "H", "H", "H", "H", "H", "H", "H", "H", "H", "H", "H", "H", "H", "H", "H", "H", "H", "H", "H", "H", "H"],
  "xyz": [[0.71555, 0.38899, 1.33173], [0.25169, 1.55896, 3.54009], [0.84536, 2.87456, 2.03811], [0.84147, 4.14726, 2.65101], [1.18895, 5.27848, 1.94168], [1.54734, 5.16455, 0.60730], [1.57681, 3.93642, -0.07600], [1.96821, 4.02155, -1.43473], [2.05905, 2.91648, -2.27969], [1.75684, 1.67262, -1.78500], [1.37304, 1.58772, -0.45360], [1.23711, 2.70184, 0.55660], [0.56484, 4.26795, 3.69651], [1.18208, 6.25207, 2.42467], [1.81423, 6.08573, 0.08732], [2.21720, 4.99160, -1.86796], [2.36512, 3.04149, -3.31455], [1.81165, 0.78206, -2.40015], [6.88961, 3.06776, -0.28983], [6.27666, 3.35172, 0.96083], [4.92897, 2.69080, 1.05319], [3.91740, 3.26562, 1.82096], [2.70584, 2.60660, 1.91249], [2.44365, 1.43006, 1.30895], [3.42087, 0.84977, 0.56287], [4.67116, 1.45968, 0.43069], [3.05329, -0.44513, -0.06539], [3.90202, -1.18481, -0.89270], [3.47028, -2.40553, -1.43452], [4.38864, -3.20992, -2.31046], [5.50164, -3.67763, -1.56076], [2.18784, -2.85404, -1.13005], [1.39964, -2.07008, -0.30946], [1.80226, -0.89676, 0.21971], [7.72044, 3.57155, -0.31348], [6.17742, 4.43892, 1.04667], [6.92390, 2.98342, 1.76322], [4.06053, 4.20770, 2.33882], [1.88514, 3.01622, 2.49411], [5.46091, 1.00191, -0.15507], [4.90216, -0.83731, -1.12998], [4.75301, -2.60175, -3.14470], [3.87440, -4.07979, -2.73196], [5.21360, -3.77739, -0.63689], [1.80203, -3.79043, -1.51863], [0.39071, -2.37098, -0.04258], [-0.34980, -1.08339, 2.24248], [0.54403, -1.86491, 2.98037], [0.09047, -2.96286, 3.71830], [0.99070, -3.72932, 4.45355], [2.34423, -3.39788, 4.45261], [2.80601, -2.29426, 3.71426], [4.16086, -1.93550, 3.69381], [4.57423, -0.83665, 2.95018], [3.61620, -0.12967, 2.24863], [2.30378, -0.44242, 2.24258], [1.90135, -1.51118, 2.96582], [-0.96217, -1.58047, 1.57983], [-1.15427, -0.69464, 2.75510], [-0.96349, -3.22445, 3.72280], [0.63890, -4.58321, 5.02663], [3.03860, -4.00344, 5.03052], [4.89539, -2.50757, 4.25409], [5.61597, -0.53948, 2.91844], [3.88353, 0.73698, 1.65136], [-5.41698, -0.51764, 1.66350], [-5.10696, -1.61450, 0.18549], [-6.74810, -2.04103, -0.59341], [-4.34577, -3.17806, 0.86335], [-3.70968, -0.60936, -1.28548], [-1.60734, -0.13215, -0.05209], [-4.50765, 1.38638, -1.99750], [-3.26112, 2.25128, -3.08449], [-6.10024, 1.19876, -2.95165], [-4.80880, 2.53408, -0.55674], [-3.15365, -1.97209, -3.00604], [-2.35752, -3.54041, -2.38135], [-1.88549, -1.16368, -4.11148], [-4.63845, -2.42937, -4.03956], [-6.04615, -1.06541, 2.39457], [-5.95635, 0.39426, 1.35706], [-4.45112, -0.24856, 2.13781], [-7.39465, -2.52935, 0.16410], [-6.59254, -2.73734, -1.43947], [-7.24419, -1.11930, -0.95264], [-5.02280, -3.60665, 1.63032], [-3.36506, -2.94543, 1.32656], [-4.21863, -3.92178, 0.05895], [-3.09902, 1.67764, -4.01242], [-2.30419, 2.36748, -2.53577], [-3.65271, 3.25238, -3.35779], [-5.93114, 0.56618, -3.84387], [-6.44942, 2.19980, -3.27751], [-6.87260, 0.73826, -2.30639], [-3.87311, 2.65421, 0.02672], [-5.60988, 2.13649, 0.08847], [-5.13104, 3.52261, -0.94321], [-1.47423, -3.28846, -1.75935], [-2.03476, -4.15223, -3.24842], [-3.08088, -4.12866, -1.79228], [-0.99592, -0.87906, -3.51313], [-2.31537, -0.27299, -4.59947], [-1.58365, -1.88198, -4.90094], [-5.38100, -2.96184, -3.41515], [-4.31560, -3.09490, -4.86611], [-5.09402, -1.51595, -4.46714], [-0.27725, 1.84219, 1.28320]],
  "mulliken_spin": [-0.039, 0.004, 0.010, -0.028, 0.016, -0.004, -0.009, -0.006, 0.002, -0.038, 0.053, -0.006, 0.001, 0.001, -0.001, 0.000, 0.000, -0.004, 0.000, -0.002, -0.005, 0.092, 0.006, 0.047, 0.117, 0.093, 0.042, 0.024, 0.049, -0.002, 0.005, 0.020, 0.046, 0.065, 0.000, 0.001, 0.000, 0.005, 0.025, 0.003, 0.002, 0.003, 0.001, -0.002, 0.005, 0.015, 0.008, 0.043, -0.001, 0.035, -0.001, -0.002, 0.119, -0.019, 0.139, 0.098, 0.032, 0.001, 0.000, 0.007, 0.004, -0.003, 0.012, 0.005, -0.106, 0.000, -0.001, 0.000, 0.000, 0.004, 0.002, 0.000, -0.001, 0.000, 0.000, 0.001, -0.003, -0.002, 0.000, 0.000, 0.000, 0.000, 0.000, 0.000, 0.000, 0.000, 0.000, 0.000, 0.000, 0.000, 0.000, 0.000, 0.000, 0.000, 0.000, 0.000, 0.000, 0.003, 0.000, 0.000, 0.001, 0.000, 0.000, 0.000, 0.000, 0.000, 0.016],
  "lumo_ha": [-0.0281, -0.0367],
  "homo_energy_ev": [-5.641, -6.039],
  "total_charge": 0,
  "gap_ev": [4.88, 5.04],
  "multiplicity": 2
}